# C22H19Br2FN5OTc

A structure of composition C22H19Br2FN5OTc (the ωB97M-V functional and the def2-TZVPD basis, the Open Molecules 2025 dataset).

Its charge is +3. The LUMO energy (alpha / beta) is -10.722 / -10.521 eV. Its multiplicity is 2. As for the HOMO-LUMO gap (alpha / beta): 7.083 / 7.307 eV. Its total energy is -6526.5572 Ha. Its expectation value of S² is 0.77.

```
51
Properties=species:S:1:pos:R:3:lowdin_charge:R:1
Tc -0.047 -0.519 -0.276 1.530
Br 1.827 -0.902 6.121 0.953
C 1.288 -0.794 4.344 -0.640
C -0.051 -0.581 4.012 -0.045
C -0.404 -0.525 2.685 -0.073
N 0.492 -0.649 1.689 -0.057
C 1.799 -0.836 2.003 -0.173
C 2.219 -0.918 3.313 -0.009
C 2.677 -0.939 0.827 -0.185
C 4.043 -1.130 0.871 -0.010
C 4.759 -1.204 -0.325 -0.644
Br 6.599 -1.478 -0.306 0.949
C 4.069 -1.071 -1.531 -0.049
C 2.706 -0.884 -1.494 -0.087
N 2.013 -0.819 -0.346 -0.084
H -0.804 -0.469 4.779 0.132
H -1.433 -0.365 2.388 0.124
H 3.261 -1.079 3.552 0.125
H 4.563 -1.230 1.813 0.124
H 4.585 -1.123 -2.479 0.131
H 2.135 -0.787 -2.410 0.129
F -5.237 -1.384 -1.833 0.187
C -4.023 -1.695 -1.475 -0.208
C -3.762 -1.918 -0.123 0.060
C -2.472 -2.201 0.243 0.001
C -1.425 -2.244 -0.724 -0.404
C -0.070 -2.614 -0.354 -0.095
C -1.764 -2.062 -2.110 -0.001
C -3.043 -1.781 -2.482 0.059
H -4.579 -1.894 0.586 0.150
H -2.231 -2.432 1.273 0.132
H 0.548 -3.006 -1.156 0.097
H 0.068 -3.106 0.603 0.101
H -0.995 -2.187 -2.866 0.137
H -3.337 -1.659 -3.516 0.150
C -3.394 2.704 -1.219 0.051
N -1.940 2.855 -1.048 -0.008
C -1.313 4.063 -1.216 0.038
C 0.023 4.188 -1.077 0.057
C 0.784 3.028 -0.740 -0.320
N 0.153 1.853 -0.581 0.117
C -1.185 1.787 -0.753 -0.454
O -1.703 0.618 -0.624 -0.125
N 2.094 3.089 -0.579 0.229
H -3.858 3.685 -1.164 0.113
H -3.787 2.077 -0.425 0.106
H -3.613 2.257 -2.187 0.116
H -1.951 4.900 -1.464 0.161
H 0.502 5.146 -1.211 0.142
H 2.590 3.961 -0.686 0.148
H 2.625 2.272 -0.326 0.121
```


# C22H19F2O2

A cluster of 2 separate species, C22H19F2O2 in total at a distorted geometry (the ωB97M-V functional and the def2-TZVPD basis, the Open Molecules 2025 dataset).

Its charge is +1. The LUMO energy is -4.105 eV. Its multiplicity is 1. As for the HOMO-LUMO gap: 7.717 eV. Its total energy is -1199.6508 Ha.

```
45
Properties=species:S:1:pos:R:3:lowdin_charge:R:1
F 0.322 -4.468 -0.094 0.048
C 1.161 -3.430 -0.427 -0.234
C 2.509 -3.484 -0.078 -0.005
C 3.350 -2.413 -0.436 -0.065
C 2.825 -1.271 -1.024 -0.055
C 1.438 -1.218 -1.268 -0.219
C 0.857 0.142 -1.516 -0.103
C -0.264 0.451 -2.464 -0.200
C -0.150 1.612 -3.250 -0.042
C -1.250 2.041 -3.980 -0.065
C -2.463 1.332 -3.947 -0.006
C -2.507 0.141 -3.227 -0.245
F -3.682 -0.573 -3.164 0.046
C -1.432 -0.316 -2.473 0.029
C 0.609 -2.326 -1.066 0.043
H 2.890 -4.363 0.431 0.121
H 4.414 -2.437 -0.204 0.114
H 3.445 -0.395 -1.273 0.124
H 1.692 0.778 -1.802 0.116
H 0.800 2.165 -3.251 0.121
H -1.173 2.973 -4.538 0.113
H -3.349 1.677 -4.472 0.123
H -1.540 -1.216 -1.877 0.103
H -0.441 -2.320 -1.336 0.099
C -2.511 1.935 0.505 -0.019
C -1.535 3.066 0.689 -0.016
O -0.289 2.402 1.203 0.139
C -0.636 1.170 1.483 -0.270
H 0.451 0.391 -0.539 0.092
C 0.096 0.364 2.439 -0.139
C -0.505 0.589 3.661 -0.017
C 0.019 -0.038 4.776 -0.034
C 1.116 -0.909 4.633 -0.028
C 1.700 -1.126 3.372 -0.031
C 1.208 -0.474 2.239 0.034
O -1.747 0.720 0.936 0.127
H -3.380 2.035 1.179 0.152
H -2.800 1.794 -0.554 0.143
H -1.283 3.567 -0.262 0.151
H -1.885 3.771 1.464 0.151
H -1.352 1.275 3.692 0.138
H -0.447 0.180 5.733 0.120
H 1.504 -1.402 5.528 0.121
H 2.551 -1.809 3.301 0.121
H 1.666 -0.585 1.256 0.104
```


# C22H19N3O6

The molecule C22H19N3O6 at a distorted geometry (the ωB97M-V functional and the def2-TZVPD basis, the Open Molecules 2025 dataset).

Its charge is 0. The LUMO energy is -0.722 eV. The structure (SMILES) is CC(C)(CNC(=O)c1c(O)c2ccc(Oc3ccccc3)cc2c(C#N)[n+]1[O-])C(=O)O. Its multiplicity is 1. As for the HOMO-LUMO gap: 7.920 eV. Its total energy is -1465.4254 Ha.

```
50
Properties=species:S:1:pos:R:3:lowdin_charge:R:1
C -5.923 2.303 3.123 -0.028
C -4.679 1.716 2.348 -0.420
C -4.579 2.608 1.085 -0.045
C -3.368 1.889 3.165 -0.126
N -2.159 1.655 2.411 0.092
C -1.468 0.452 2.399 -0.306
O -1.844 -0.423 3.212 0.030
C -0.267 0.200 1.558 0.031
C 0.350 -1.063 1.509 -0.161
O -0.063 -2.036 2.363 0.105
C 1.359 -1.367 0.652 -0.109
C 1.973 -2.631 0.652 0.037
C 3.060 -2.882 -0.169 0.022
C 3.509 -1.921 -1.069 -0.243
O 4.612 -2.219 -1.795 0.048
C 4.644 -1.837 -3.098 -0.265
C 3.559 -1.982 -3.970 -0.004
C 3.686 -1.605 -5.308 -0.066
C 4.894 -1.082 -5.767 -0.099
C 5.976 -0.932 -4.919 -0.076
C 5.868 -1.314 -3.582 0.010
C 2.890 -0.658 -1.072 0.075
C 1.831 -0.363 -0.220 -0.086
C 1.274 0.933 -0.149 -0.110
C 1.783 1.976 -0.996 -0.137
N 2.052 2.817 -1.752 0.187
N 0.285 1.171 0.741 -0.147
O -0.194 2.290 0.741 0.001
C -4.888 0.210 2.079 -0.464
O -4.777 -0.195 0.929 0.093
O -5.166 -0.627 3.091 0.121
H -6.013 1.754 4.057 0.079
H -6.835 2.172 2.550 0.087
H -5.782 3.365 3.359 0.087
H -5.500 2.458 0.463 0.105
H -3.729 2.280 0.478 0.075
H -4.488 3.675 1.300 0.091
H -3.345 2.908 3.572 0.135
H -3.463 1.225 4.044 0.137
H -1.925 2.244 1.592 0.120
H -0.760 -1.658 2.932 0.069
H 1.626 -3.462 1.282 0.135
H 3.578 -3.850 -0.184 0.133
H 2.662 -2.461 -3.647 0.113
H 2.923 -1.705 -6.054 0.101
H 4.929 -0.751 -6.786 0.096
H 6.916 -0.548 -5.296 0.105
H 6.673 -1.293 -2.886 0.108
H 3.323 0.086 -1.709 0.124
H -5.019 -1.522 2.742 0.138
```


# C22H20BN5O2PdS2Se

A structure of composition C22H20BN5O2PdS2Se at a distorted geometry (the ωB97M-V functional and the def2-TZVPD basis, the Open Molecules 2025 dataset).

Its charge is +2. The LUMO energy (alpha / beta) is -8.683 / -8.718 eV. Its multiplicity is 1. As for the HOMO-LUMO gap (alpha / beta): 5.143 / 5.108 eV. Its total energy is -4624.6664 Ha.

```
54
Properties=species:S:1:pos:R:3:lowdin_charge:R:1
Pd -1.002 0.079 -0.805 0.738
C 3.041 3.565 -2.781 -0.356
S 2.553 3.475 -1.041 0.887
C 1.111 2.449 -1.176 -1.035
S 1.506 0.766 -1.255 0.786
N -0.075 2.938 -1.094 -0.053
N -1.137 2.194 -1.072 -0.093
C -2.345 2.696 -0.827 0.038
C -3.476 1.855 -0.933 -0.244
C -4.791 2.339 -0.766 0.041
C -5.847 1.467 -0.873 0.003
C -5.601 0.125 -1.169 0.017
C -4.288 -0.287 -1.330 -0.091
N -3.264 0.540 -1.207 0.056
H 3.982 4.104 -2.823 0.050
H 2.274 4.100 -3.335 0.049
H 3.171 2.560 -3.176 0.031
H -2.435 3.732 -0.525 0.158
H -4.934 3.391 -0.570 0.134
H -6.859 1.816 -0.727 0.133
H -6.408 -0.584 -1.259 0.128
H -4.054 -1.322 -1.559 0.107
O -2.098 0.099 1.898 0.175
B -0.938 0.074 1.178 -0.668
O 0.172 0.083 1.978 0.159
C -0.308 0.155 3.263 -0.180
C 0.382 0.234 4.455 0.023
C -0.392 0.290 5.605 -0.051
C -1.788 0.269 5.557 -0.051
C -2.483 0.206 4.359 0.026
C -1.715 0.153 3.212 -0.178
H 1.458 0.264 4.488 0.127
H 0.101 0.356 6.561 0.117
H -2.343 0.309 6.481 0.117
H -3.559 0.201 4.324 0.127
C 1.372 -2.276 -3.427 -0.010
N 1.626 -2.384 -2.017 -0.085
C 0.706 -2.398 -1.039 -0.687
Se -1.162 -2.283 -1.237 0.856
N 1.330 -2.467 0.154 0.144
C 2.690 -2.458 -0.043 -0.176
C 3.760 -2.444 0.840 0.020
C 5.021 -2.351 0.283 -0.038
C 5.211 -2.300 -1.104 -0.040
C 4.153 -2.330 -1.989 0.018
C 2.879 -2.401 -1.440 -0.177
H 0.297 -2.284 -3.610 0.064
H 1.826 -3.114 -3.956 0.119
H 1.796 -1.346 -3.810 0.103
H 0.868 -2.526 1.051 0.173
H 3.608 -2.493 1.905 0.124
H 5.882 -2.310 0.931 0.120
H 6.217 -2.234 -1.490 0.121
H 4.306 -2.296 -3.056 0.123
```